C46H126N4O19 | ωB97M-V/def2-TZVPD

Atoms and positions in Å:
C -4.842 3.499 10.255
C -4.599 2.050 9.814
O -3.543 2.205 8.887
H -5.234 4.134 9.462
H -3.946 4.054 10.533
H -5.479 3.405 11.135
H -5.496 1.737 9.279
H -4.288 1.470 10.683
H -3.606 1.425 8.331
C -2.795 -2.099 6.902
C -3.031 -0.692 7.545
O -4.323 -0.391 7.859
H -1.765 -2.440 6.799
H -3.362 -2.260 5.985
H -3.245 -2.853 7.548
H -2.740 0.191 6.976
H -2.381 -0.735 8.419
H -4.555 -0.924 8.622
C -0.354 -4.330 8.597
C -0.451 -5.209 9.875
O -1.742 -5.141 10.334
H 0.225 -3.443 8.856
H -1.282 -3.963 8.160
H 0.300 -4.851 7.897
H 0.243 -4.917 10.663
H -0.172 -6.242 9.665
H -2.273 -5.621 9.694
C 1.671 1.420 13.187
C 1.190 0.587 14.513
O -0.192 0.823 14.565
H 2.759 1.435 13.120
H 1.288 2.439 13.137
H 1.269 1.007 12.261
H 1.483 1.054 15.453
H 1.290 -0.498 14.527
H -0.514 0.258 15.271
C -3.425 -6.877 6.536
C -4.286 -6.451 7.699
O -3.584 -6.656 8.988
H -2.721 -6.099 6.239
H -4.060 -7.004 5.659
H -2.884 -7.788 6.795
H -5.239 -6.980 7.717
H -4.535 -5.413 7.477
H -3.399 -7.596 9.049
C 4.069 -4.868 13.549
C 2.582 -4.732 13.167
O 2.555 -4.897 11.773
H 4.686 -4.003 13.305
H 4.609 -5.719 13.133
H 4.255 -5.006 14.614
H 2.089 -3.789 13.404
H 2.003 -5.588 13.511
H 3.073 -5.652 11.485
C 3.101 -2.728 16.874
C 3.252 -1.184 17.118
O 4.464 -0.859 17.670
H 2.212 -2.955 16.286
H 3.093 -3.367 17.757
H 4.004 -3.023 16.339
H 2.419 -1.058 17.809
H 3.070 -0.628 16.198
H 4.355 -0.197 18.357
C -0.329 -1.815 12.375
C -1.551 -2.105 11.547
O -2.411 -3.002 12.126
H 0.438 -1.282 11.814
H 0.156 -2.790 12.403
H -0.480 -1.296 13.322
H -1.254 -2.618 10.632
H -2.052 -1.213 11.171
H -2.019 -3.860 11.950
C -4.874 -1.641 15.674
C -3.749 -1.366 14.758
O -2.893 -2.448 14.712
H -5.395 -2.505 15.262
H -5.558 -0.793 15.693
H -4.590 -1.754 16.720
H -3.285 -0.482 15.194
H -4.209 -1.099 13.806
H -2.796 -2.784 13.817
C -5.169 -3.531 10.582
C -5.516 -2.108 11.185
O -6.029 -1.413 10.033
H -6.058 -4.025 10.191
H -4.697 -4.159 11.338
H -4.420 -3.308 9.822
H -4.608 -1.575 11.467
H -6.125 -2.230 12.081
H -6.872 -0.989 10.210
C -2.336 3.757 13.296
C -2.892 2.405 13.351
O -2.026 1.470 12.708
H -2.937 4.288 14.034
H -2.496 4.165 12.298
H -1.289 3.785 13.599
H -3.912 2.289 12.984
H -2.810 2.037 14.374
H -1.282 1.343 13.301
C 5.287 -1.940 4.952
O 5.115 -0.921 5.917
C 5.059 0.456 5.462
C 3.686 0.816 5.036
N 2.595 0.445 5.951
C 2.532 1.370 7.039
C 1.320 1.048 8.066
O 1.083 2.201 9.007
C 0.066 2.137 9.976
H 6.200 -1.692 4.410
H 4.430 -1.930 4.278
H 5.379 -2.907 5.447
H 5.846 0.729 4.759
H 5.253 1.142 6.287
H 3.631 0.182 4.151
H 3.591 1.883 4.835
H 3.024 -0.375 6.356
H 2.425 2.366 6.609
H 3.487 1.271 7.555
H 1.498 0.165 8.680
H 0.390 0.935 7.510
H -0.881 2.105 9.437
H 0.127 2.948 10.702
H 0.138 1.224 10.566
C -11.259 -8.145 14.141
O -10.412 -7.132 14.830
C -10.314 -7.435 16.251
C -9.608 -6.189 16.948
N -8.230 -5.910 16.599
C -7.158 -6.833 17.077
C -5.909 -6.779 16.113
O -6.245 -6.972 14.740
C -5.432 -6.269 13.762
H -10.659 -8.990 13.805
H -11.670 -7.806 13.190
H -12.093 -8.409 14.791
H -9.608 -8.265 16.274
H -11.251 -7.659 16.761
H -9.575 -6.391 18.019
H -10.262 -5.347 16.722
H -8.106 -5.875 15.597
H -7.506 -7.865 17.091
H -7.038 -6.671 18.149
H -5.185 -7.506 16.480
H -5.471 -5.819 16.386
H -5.747 -5.227 13.713
H -5.661 -6.715 12.794
H -4.402 -6.347 14.112
C -0.885 -7.044 13.350
O -0.860 -6.700 14.754
C -0.759 -5.285 14.947
C -1.101 -5.008 16.344
N -1.171 -3.530 16.494
C -1.956 -3.205 17.699
C -0.982 -3.088 18.925
O -1.546 -2.616 20.177
C -2.846 -3.244 20.491
H -0.007 -6.773 12.763
H -1.686 -6.531 12.818
H -0.985 -8.129 13.356
H -1.514 -4.746 14.374
H 0.292 -5.064 14.757
H -0.314 -5.464 16.944
H -2.049 -5.431 16.676
H -1.690 -3.180 15.701
H -2.880 -3.782 17.745
H -2.290 -2.203 17.431
H -0.079 -2.543 18.651
H -0.626 -4.103 19.100
H -3.607 -3.205 19.712
H -3.348 -2.908 21.398
H -2.702 -4.309 20.669
C 4.736 1.827 10.011
O 5.301 2.213 11.346
C 6.721 2.008 11.595
C 7.078 2.522 13.023
N 8.465 2.166 13.302
C 8.974 2.661 14.531
C 9.130 4.197 14.533
O 10.182 4.543 13.620
C 11.472 4.717 14.125
H 4.799 2.536 9.185
H 3.655 1.790 10.145
H 5.008 0.870 9.564
H 7.372 2.439 10.834
H 6.912 0.935 11.597
H 6.254 2.214 13.667
H 6.957 3.576 12.774
H 8.966 2.712 12.615
H 9.896 2.096 14.667
H 8.399 2.422 15.425
H 9.437 4.516 15.528
H 8.139 4.628 14.390
H 11.633 5.648 14.668
H 12.191 4.715 13.306
H 11.793 3.842 14.691

## Properties
HOMO energy   -8.382 eV
E_LUMO   0.01251 Ha
ΔE to the lowest compared entry with this formula, charge and spin   4.557 eV
Kohn-Sham gap   8.722 eV